# C42H42EuFN7P2SSe2Si

C42H42EuFN7P2SSe2Si as an isolated structure (wB97M-V/def2-TZVPD, the OMol25 dataset).

Geometry as XYZ:
```
99
Properties=species:S:1:pos:R:3:forces:R:3:mulliken_charge:R:1
Eu -2.189 -0.593 -0.672 0.420 -0.066 0.253 1.082
Se 4.988 -2.318 2.410 0.302 0.242 0.044 -0.423
P 4.195 -0.611 1.460 0.026 -0.735 0.338 0.262
C 4.803 -0.389 -0.232 0.078 -0.757 -0.396 0.690
C 5.579 0.702 -0.539 -0.504 0.330 0.712 -0.155
C 5.962 0.957 -1.822 1.061 -0.342 -1.765 -0.446
C 5.661 0.032 -2.823 0.153 -0.540 -0.108 -0.653
C 4.980 -1.152 -2.503 -0.164 0.580 -0.039 -0.729
C 4.536 -1.376 -1.216 -0.061 1.364 1.169 -0.284
C 4.414 0.983 2.361 -0.330 -0.112 0.281 0.499
C 3.268 1.670 2.762 -0.478 0.239 -0.554 -0.184
C 3.388 2.879 3.469 0.299 -1.185 0.307 -0.570
C 4.628 3.275 3.940 0.618 1.091 0.528 -0.606
C 5.789 2.563 3.612 -2.004 -0.154 -0.319 -0.791
C 5.666 1.445 2.808 0.285 -0.298 0.012 -0.201
C 2.438 -0.872 1.181 0.761 2.110 -0.727 -0.616
C 1.568 -0.117 0.336 -0.457 -1.763 0.578 -0.069
N 0.396 -0.780 0.442 -0.614 -0.802 0.113 0.908
N 0.534 -1.825 1.275 -0.088 1.153 -0.371 -0.078
N 1.757 -1.854 1.753 -0.201 -0.419 -0.259 -0.843
P 1.238 1.301 -0.707 0.539 0.566 -0.224 0.097
Se -0.335 2.423 0.206 -0.005 -0.015 -0.063 -0.296
C 2.659 2.413 -1.074 0.643 -0.977 -0.154 0.488
C 3.139 3.294 -0.089 0.841 0.874 -2.527 -0.719
C 4.046 4.311 -0.407 -0.465 -0.837 -1.445 -0.859
C 4.520 4.361 -1.745 0.646 1.638 1.299 -0.563
C 4.216 3.367 -2.646 -0.501 -0.856 -1.247 -0.767
C 3.286 2.363 -2.337 -0.201 0.778 1.131 -0.203
C 0.673 0.723 -2.373 -0.124 0.395 1.519 0.103
C 0.827 -0.521 -2.922 0.303 -0.585 -0.362 -0.122
C 0.231 -0.766 -4.161 -0.737 -0.964 0.024 -0.797
C -0.563 0.164 -4.804 0.667 1.180 -1.143 -0.702
C -0.636 1.454 -4.259 0.528 -1.240 0.369 -0.689
C -0.084 1.677 -3.029 0.320 1.792 0.601 -0.373
H 5.785 1.394 0.251 0.255 0.482 0.147 0.079
H 6.570 1.823 -2.077 -0.240 -0.069 0.172 0.464
H 5.980 0.129 -3.875 -0.108 0.343 0.722 0.364
H 4.748 -1.822 -3.309 -0.032 -0.424 -0.100 0.417
H 3.934 -2.191 -0.856 -0.055 -0.582 -0.478 0.497
H 2.259 1.286 2.458 1.024 0.515 0.387 0.299
H 2.496 3.380 3.770 -0.419 0.442 0.075 0.507
H 4.765 4.173 4.603 -0.467 -0.945 -0.788 0.302
H 6.697 2.877 4.047 1.049 0.121 0.122 0.495
H 6.573 0.901 2.592 -0.013 -0.307 -0.219 0.475
H 2.758 3.314 0.855 -1.260 -0.212 2.310 0.899
H 4.273 5.104 0.307 0.093 -0.386 -0.174 0.476
H 5.120 5.279 -1.983 -0.407 -1.263 -0.188 0.321
H 4.603 3.296 -3.681 0.069 0.540 0.823 0.406
H 3.063 1.585 -3.063 -0.125 0.233 0.137 0.486
H 1.396 -1.298 -2.420 -0.069 0.096 -0.070 0.880
H 0.265 -1.759 -4.591 0.310 -0.036 0.053 0.440
H -0.914 0.013 -5.848 0.025 -0.213 1.036 0.381
H -0.970 2.313 -4.751 -1.085 0.781 -0.971 0.539
H -0.148 2.688 -2.561 -0.091 -0.896 -0.531 0.229
C -4.278 3.233 -0.874 -0.016 -0.221 -0.754 -0.928
Si -5.324 1.818 -0.181 0.599 0.324 0.331 -0.046
C -5.581 2.302 1.633 -0.016 -1.041 -0.399 -1.056
C -7.042 1.962 -0.893 -1.972 -0.692 -0.226 -1.205
N -4.497 0.325 -0.491 -0.952 -0.229 0.015 0.093
C -5.170 -0.885 -0.393 0.453 0.136 0.355 0.557
C -6.162 -1.223 0.596 1.011 0.208 -0.343 0.155
C -6.567 -2.520 0.728 0.935 -1.436 -1.666 -1.048
C -6.078 -3.552 -0.136 0.299 1.707 -0.642 -0.563
C -5.210 -3.281 -1.218 -0.381 0.983 1.583 -0.910
C -4.773 -1.969 -1.237 0.166 1.122 -1.244 0.467
F -3.914 -1.538 -2.325 -0.659 -0.826 1.120 -0.461
H -4.590 4.193 -0.499 -0.354 0.415 0.501 0.343
H -4.442 3.341 -1.963 0.314 -0.318 0.263 0.271
H -3.203 3.183 -0.667 -0.107 -0.258 -0.135 0.089
H -6.081 3.256 1.639 -0.171 0.517 0.167 0.372
H -4.622 2.363 2.120 0.397 0.211 0.368 0.211
H -6.195 1.577 2.179 0.025 0.138 -0.027 0.380
H -7.319 2.939 -1.286 0.441 0.302 -0.059 0.401
H -7.899 1.759 -0.201 0.918 0.076 0.091 0.348
H -7.308 1.263 -1.698 0.533 0.025 -0.130 0.349
H -6.494 -0.506 1.348 0.151 0.083 -0.503 0.162
H -7.243 -2.777 1.501 -0.624 -0.302 0.626 0.453
H -6.408 -4.540 -0.082 -0.714 -1.405 0.503 0.446
H -4.874 -4.041 -1.921 -0.069 0.306 0.178 0.463
N -1.820 0.700 3.023 -0.313 0.014 -0.109 -0.165
C -2.079 0.008 2.118 0.373 0.952 0.887 -0.048
H -1.667 1.424 3.731 -0.077 -0.863 -0.785 0.258
C 0.997 -5.483 2.314 -0.131 0.150 -1.161 -1.438
C -0.181 -4.789 1.717 -1.178 1.635 -0.355 0.667
C -1.269 -4.290 2.422 1.078 -0.613 -0.866 -1.096
C -2.203 -3.503 1.727 -0.698 0.634 0.424 1.016
N -2.034 -3.168 0.465 -0.389 0.612 -0.588 0.267
C -0.998 -3.634 -0.257 0.078 -0.741 0.310 -0.378
S -0.700 -3.315 -1.862 -0.362 0.603 -0.404 -0.365
N -0.152 -4.497 0.365 0.879 -1.014 2.200 0.067
C -3.458 -2.970 2.435 0.976 -1.724 0.610 -0.976
H 0.808 -5.856 3.308 -0.007 0.123 0.233 0.389
H 1.870 -4.811 2.257 -0.287 -0.117 0.278 0.332
H 1.187 -6.318 1.647 0.364 -0.407 0.091 0.376
H -1.289 -4.458 3.478 -0.343 -0.016 0.361 0.401
H 0.694 -4.785 -0.110 -0.220 0.141 -0.396 0.318
H -3.557 -1.915 2.492 -0.002 0.942 -0.719 0.095
H -3.346 -3.253 3.482 -0.238 -0.268 0.092 0.446
H -4.366 -3.441 2.040 0.281 0.228 -0.115 0.147
```
Positions in Å, forces in eV/Å.

Calculated values
Multiplicity: 8
E (a.u.): -8992.48107